--- A ---
Formula: C5H6O2S
Source: OMol25
Level of theory: ωB97M-V/def2-TZVPD

LUMO energy = -0.2 eV
Molar mass = 130.2 u
Frontier orbital gap = 7.85 eV

Geometry as ORCA input:
```
! wB97M-V def2-TZVPD RIJCOSX def2/J DEFGRID3
* xyz 0 1
C -2.132 -0.298 -0.014
C -0.305 1.143 0.452
C -3.094 0.497 0.349
C 0.411 -0.097 0.780
C 0.437 -1.246 -0.231
O -3.827 1.402 0.160
O 0.109 1.643 -0.740
S -1.397 -1.737 -0.228
H -2.584 0.391 1.382
H 1.483 0.132 0.957
H 0.055 -0.302 1.819
H 0.516 -0.767 -1.274
H 1.042 -2.178 0.214
H -0.381 2.461 -0.878
*
```

=====

--- B ---
Formula: C5H6O2S
Source: OMol25
Level of theory: ωB97M-V/def2-TZVPD

LUMO energy = -0.4 eV
Molar mass = 130.2 u
Frontier orbital gap = 8.52 eV

Geometry as ORCA input:
```
! wB97M-V def2-TZVPD RIJCOSX def2/J DEFGRID3
* xyz 0 1
C -1.518 -1.325 -0.229
C -0.089 -1.051 -0.710
C 0.793 -0.014 0.112
C 0.018 0.980 0.956
C -1.133 1.576 0.082
H -2.367 -1.600 -0.946
H -0.050 -0.653 -1.753
H 0.491 -1.991 -0.712
H -0.384 0.469 1.825
H 0.722 1.762 1.286
H -1.778 2.294 0.644
O -1.812 -1.216 0.930
O -1.164 1.391 -1.109
S 2.422 -0.167 -0.012
*
```

=====

Which structure wins on stability? B wins.

=====

--- A ---
Formula: C19H22N2O6S
Source: OMol25
Level of theory: ωB97M-V/def2-TZVPD

LUMO energy = 0.0 eV
Molar mass = 406.5 u
Frontier orbital gap = 7.95 eV

Geometry as ORCA input:
```
! wB97M-V def2-TZVPD RIJCOSX def2/J DEFGRID3
* xyz 0 1
C 0.356 5.094 -3.092
H 0.575 6.144 -2.911
O 0.505 4.460 -1.840
C 0.279 3.135 -1.751
C -0.068 2.287 -2.802
C -0.239 0.932 -2.589
C -0.060 0.381 -1.322
C 0.277 1.229 -0.265
C 0.425 2.579 -0.479
S 0.880 3.694 0.850
O 2.282 3.969 0.765
O -0.038 4.794 0.916
N 0.643 2.691 2.201
C 1.544 2.963 3.306
H 2.560 2.958 2.911
C 1.344 1.875 4.360
H 1.951 2.075 5.244
O 0.006 1.836 4.803
C -0.882 1.614 3.735
H -1.886 1.634 4.164
C -0.736 2.684 2.650
H -1.374 2.461 1.794
H -1.017 3.667 3.051
H -0.692 0.622 3.295
H 1.623 0.899 3.935
H 1.334 3.946 3.749
H 0.433 0.844 0.731
N -0.197 -0.979 -1.056
C -0.542 -1.996 -1.916
O -0.801 -1.830 -3.092
C -0.566 -3.310 -1.260
C -0.890 -4.413 -1.956
C -0.942 -5.735 -1.424
C -1.261 -6.928 -2.034
C -1.154 -7.924 -1.045
C -0.778 -7.285 0.106
O -0.649 -5.965 -0.116
C -0.508 -7.805 1.471
H 0.521 -7.595 1.760
H -0.673 -8.877 1.496
H -1.163 -7.324 2.196
H -1.330 -8.973 -1.164
H -1.535 -7.061 -3.061
H -1.133 -4.310 -3.004
H -0.318 -3.374 -0.211
H -0.008 -1.239 -0.098
H -0.505 0.286 -3.409
H -0.201 2.675 -3.799
H -0.666 4.995 -3.471
H 1.061 4.695 -3.827
*
```

=====

--- B ---
Formula: C19H22N2O6S
Source: OMol25
Level of theory: ωB97M-V/def2-TZVPD

LUMO energy = 0.1 eV
Molar mass = 406.5 u
Frontier orbital gap = 8.53 eV

Geometry as ORCA input:
```
! wB97M-V def2-TZVPD RIJCOSX def2/J DEFGRID3
* xyz 0 1
C -3.964 -3.340 -2.307
C -2.744 -2.833 -1.562
H -1.910 -2.636 -2.246
H -2.405 -3.555 -0.811
O -3.097 -1.615 -0.904
C -2.140 -1.020 -0.197
O -1.015 -1.492 -0.121
C -2.578 0.225 0.450
C -3.871 0.696 0.203
C -4.328 1.862 0.776
C -3.489 2.582 1.616
C -2.210 2.138 1.880
C -1.727 0.958 1.307
N -0.448 0.495 1.566
C 0.541 1.086 2.290
O 0.464 2.155 2.855
C 1.816 0.247 2.367
N 2.126 -0.538 1.194
C 2.690 0.102 0.081
C 3.683 -0.504 -0.679
C 4.171 0.138 -1.807
C 3.696 1.375 -2.186
C 2.720 2.004 -1.411
C 2.222 1.364 -0.285
H 1.473 1.845 0.320
O 2.315 3.231 -1.834
C 1.347 3.922 -1.080
H 1.205 4.874 -1.590
H 1.687 4.107 -0.057
H 0.395 3.381 -1.053
H 4.071 1.883 -3.060
H 4.945 -0.337 -2.390
H 4.108 -1.441 -0.364
S 2.392 -2.188 1.468
O 1.568 -2.521 2.593
O 3.788 -2.498 1.568
C 1.704 -2.972 0.000
H 1.758 -4.040 0.173
H 2.284 -2.693 -0.868
H 0.678 -2.646 -0.090
H 2.641 0.920 2.630
H 1.676 -0.467 3.184
H -0.215 -0.391 1.116
H -1.565 2.699 2.535
H -3.835 3.497 2.072
H -5.328 2.211 0.573
H -4.510 0.125 -0.452
H -3.721 -4.269 -2.813
H -4.780 -3.517 -1.612
H -4.286 -2.608 -3.042
*
```

=====

Which structure wins on stability? B wins.

=====

--- A ---
Formula: H18NO12Zn
Source: OMol25
Level of theory: ωB97M-V/def2-TZVPD

LUMO energy = -10.5 eV
Molar mass = 289.5 u
Frontier orbital gap = 2.48 eV

Geometry as ORCA input:
```
! wB97M-V def2-TZVPD RIJCOSX def2/J DEFGRID3
* xyz 1 1
Zn -15.667 10.060 12.173
N -20.430 10.104 13.033
O -20.614 9.982 14.236
O -21.292 10.508 12.274
O -19.285 9.892 12.621
O -24.775 13.361 10.542
H -25.399 12.920 9.964
H -24.061 12.732 10.648
O -15.393 9.587 15.305
H -14.914 8.808 15.589
H -15.529 10.091 16.107
O -21.858 8.519 8.189
H -21.908 7.665 8.619
H -22.137 9.143 8.859
O -18.032 7.056 17.826
H -17.611 7.592 18.498
H -18.421 7.689 17.223
O -22.884 6.558 14.811
H -22.639 7.449 15.060
H -22.169 6.261 14.249
O -23.233 12.927 15.917
H -22.573 12.479 15.387
H -24.069 12.664 15.532
O -25.002 8.152 11.975
H -25.189 7.342 12.450
H -24.059 8.279 12.078
O -15.997 13.199 12.220
H -16.676 13.754 12.604
H -15.325 13.812 11.924
O -26.172 11.634 13.747
H -26.422 12.433 13.283
H -25.970 11.006 13.053
*
```

=====

--- B ---
Formula: H18NO12Zn
Source: OMol25
Level of theory: ωB97M-V/def2-TZVPD

LUMO energy = -5.8 eV
Molar mass = 289.5 u
Frontier orbital gap = 7.02 eV

Geometry as ORCA input:
```
! wB97M-V def2-TZVPD RIJCOSX def2/J DEFGRID3
* xyz 1 1
Zn -2.505 0.910 0.777
N -0.244 0.752 -1.524
O -1.182 1.248 -0.840
O -0.580 -0.110 -2.390
O 0.823 0.655 -0.926
O 1.240 -2.500 -2.474
H 0.705 -3.262 -2.171
H 0.652 -1.805 -2.636
O 1.193 -2.110 0.360
H 1.368 -1.468 -0.282
H 1.943 -2.052 0.944
O 1.881 2.812 1.378
H 1.752 3.688 1.764
H 1.155 2.656 0.722
O -1.530 2.471 1.784
H -1.678 3.412 1.912
H -1.059 2.227 2.590
O 3.155 0.132 -0.110
H 3.886 -0.012 -0.692
H 2.566 0.702 -0.592
O -3.494 -0.322 -0.565
H -4.213 -0.367 -1.280
H -3.067 -1.127 -0.792
O -1.049 -0.360 1.509
H -0.911 -0.457 2.453
H -0.171 -0.309 1.180
O 1.559 0.165 2.276
H 1.334 1.073 2.232
H 2.203 0.089 1.574
O -1.894 -2.284 -1.667
H -1.608 -1.569 -2.208
H -2.232 -2.877 -2.307
*
```

=====

Which structure wins on stability? B wins.

=====

--- A ---
Formula: C20H27N5O4
Source: OMol25
Level of theory: ωB97M-V/def2-TZVPD

LUMO energy = 0.6 eV
Molar mass = 401.5 u
Frontier orbital gap = 8.56 eV

Geometry as ORCA input:
```
! wB97M-V def2-TZVPD RIJCOSX def2/J DEFGRID3
* xyz 0 1
C -3.440 4.640 -3.616
C -3.717 3.349 -2.913
C -2.718 2.531 -2.500
C -3.008 1.268 -1.844
N -2.313 0.294 -1.417
C -0.867 0.188 -1.346
C -0.052 1.471 -1.143
C 1.434 1.178 -0.927
C 1.691 0.210 0.215
C 0.911 -1.079 -0.045
C -0.574 -0.797 -0.210
C 3.186 -0.052 0.367
N 3.464 -0.791 1.593
C 3.852 -2.094 1.506
O 3.943 -2.683 0.440
C 4.217 -2.807 2.758
C 4.947 -2.417 3.827
O 5.151 -3.438 4.656
N 4.533 -4.568 4.130
C 3.996 -4.202 3.004
C 3.260 -5.180 2.156
C 2.953 -0.121 2.779
C 1.472 0.181 2.597
O 1.227 0.886 1.398
N -4.402 1.092 -1.703
C -5.321 1.956 -2.142
C -6.766 1.642 -1.842
O -6.927 0.310 -1.386
N -5.058 3.071 -2.743
H -2.373 4.814 -3.738
H -3.920 4.635 -4.595
H -3.876 5.465 -3.050
H -1.700 2.812 -2.698
H -0.519 -0.280 -2.280
H -0.123 2.123 -2.010
H -0.450 2.018 -0.284
H 1.860 0.746 -1.838
H 1.969 2.111 -0.729
H 1.319 -1.530 -0.955
H 1.083 -1.811 0.747
H -0.982 -0.375 0.713
H -1.122 -1.719 -0.407
H 3.568 -0.625 -0.474
H 3.708 0.908 0.422
H 5.395 -1.479 4.111
H 3.747 -5.271 1.187
H 3.231 -6.146 2.654
H 2.241 -4.837 1.974
H 3.088 -0.745 3.658
H 3.504 0.814 2.922
H 0.900 -0.754 2.626
H 1.118 0.819 3.407
H -4.706 0.211 -1.309
H -7.091 2.330 -1.056
H -7.349 1.862 -2.736
H -7.595 -0.137 -1.909
*
```

=====

--- B ---
Formula: C20H27N5O4
Source: OMol25
Level of theory: ωB97M-V/def2-TZVPD

LUMO energy = 0.8 eV
Molar mass = 401.5 u
Frontier orbital gap = 9.16 eV

Geometry as ORCA input:
```
! wB97M-V def2-TZVPD RIJCOSX def2/J DEFGRID3
* xyz 0 1
C -3.414 -5.506 -2.118
C -2.037 -6.155 -2.225
O -1.068 -5.289 -2.777
C -0.536 -4.291 -2.018
C 0.331 -3.426 -2.691
C 0.946 -2.390 -2.025
C 0.715 -2.178 -0.669
C -0.144 -3.038 -0.005
C -0.766 -4.087 -0.663
H -1.422 -4.734 -0.101
H -0.331 -2.898 1.051
C 1.390 -1.039 0.044
N 1.208 0.216 -0.675
C 1.993 1.313 -0.156
H 1.560 1.755 0.752
H 2.992 0.950 0.090
C 2.093 2.375 -1.244
N 0.763 2.722 -1.681
C -0.309 1.917 -1.636
O -1.383 2.263 -2.100
C -0.166 0.569 -0.939
C -1.169 0.522 0.263
H -1.265 -0.522 0.564
C -0.731 1.281 1.495
O -0.054 0.728 2.355
N -1.117 2.568 1.661
C -1.888 3.405 0.773
H -2.141 2.904 -0.153
H -1.307 4.298 0.533
H -2.810 3.711 1.275
C -0.590 3.273 2.823
C 0.726 3.873 2.462
N 0.859 4.881 1.644
O 2.175 5.070 1.466
N 2.892 4.177 2.170
C 2.046 3.414 2.802
C 2.416 2.291 3.685
H 3.472 2.064 3.571
H 1.813 1.419 3.432
H 2.217 2.555 4.723
H -0.456 2.556 3.636
H -1.298 4.050 3.114
H -2.132 0.866 -0.109
H -0.554 -0.171 -1.653
H 0.640 3.587 -2.190
H 2.676 1.980 -2.085
H 2.590 3.271 -0.863
H 1.034 -0.975 1.082
H 2.469 -1.228 0.070
H 1.612 -1.725 -2.554
H 0.505 -3.596 -3.742
H -2.077 -6.995 -2.924
H -1.708 -6.536 -1.250
H -4.132 -6.229 -1.740
H -3.737 -5.166 -3.099
H -3.389 -4.649 -1.450
*
```

=====

Which structure wins on stability? A wins.